The following is a DFT calculation (the ωB97M-V functional and the def2-TZVPD basis) of a molecular structure, C23H18N3O7RhTe.

The calculation puts the energy at -53228.94523 eV. Its expectation value of S² is 6.031. As for the relative energy (zero: lowest compared OMol25 entry of this formula, charge and spin): 2.34 kcal per mole. For the LUMO energy (alpha / beta), the calculation gives -7.0866 / -10.3031 eV.

The geometry in ORCA input format:
```
! wB97M-V def2-TZVPD RIJCOSX def2/J DEFGRID3
* xyz 2 5
Rh -0.183 1.701 0.081
O 3.059 3.028 -2.557
C 2.219 2.545 -1.680
O 1.003 2.669 -1.746
C 2.841 1.806 -0.553
C 4.194 1.634 -0.348
C 4.604 0.936 0.786
C 3.657 0.437 1.664
C 2.314 0.651 1.382
N 1.932 1.315 0.299
C 1.181 0.138 2.253
O 1.427 -0.545 3.214
O 0.004 0.489 1.823
H 2.593 3.520 -3.255
H 4.908 2.042 -1.050
H 5.659 0.793 0.979
H 3.918 -0.106 2.562
O 0.868 4.339 1.061
N 0.211 3.445 1.271
O -1.940 4.247 0.959
C -2.567 3.516 0.238
C -3.976 3.720 -0.259
C -4.220 2.555 -1.214
C -2.950 1.749 -1.155
O -2.744 0.715 -1.778
N -2.037 2.323 -0.302
H -4.039 4.699 -0.732
H -4.649 3.736 0.598
H -4.387 2.861 -2.247
H -5.057 1.915 -0.935
Te -0.585 -0.421 -1.388
C -1.837 -1.680 -0.321
C -1.858 -3.036 -0.746
C -2.606 -3.963 -0.044
C -3.310 -3.555 1.076
C -3.279 -2.209 1.507
C -2.546 -1.274 0.814
C 0.911 -1.831 -0.746
C 1.848 -2.264 -1.690
C 2.830 -3.153 -1.303
C 2.854 -3.652 0.010
C 1.900 -3.259 0.935
C 0.904 -2.371 0.557
H -1.311 -3.337 -1.631
H -2.640 -4.993 -0.370
H -3.896 -4.273 1.634
H -3.832 -1.920 2.391
H -2.491 -0.252 1.160
H 1.825 -1.886 -2.705
H 3.587 -3.466 -2.009
H 3.620 -4.362 0.293
H 1.917 -3.647 1.944
H 0.152 -2.072 1.272
*
```